# 1
111
Properties=species:S:1:pos:R:3:forces:R:3 method="wB97M-V/def2-TZVPD" smiles="CCCC[C@H](COC)OCSCC(=O)OC[C@@H](C)OC(=O)CS.CCCCCC.CCCCCC.CCCCCC"
C -5.164030 -2.411073 4.490630 -0.468 -0.102 0.182
C -4.156584 -3.361671 3.612276 -0.485 -0.250 0.226
C -3.399467 -2.537848 2.371410 0.800 -1.813 0.729
C -1.845573 -2.308824 2.876687 0.500 0.963 0.084
C -1.094999 -1.021972 2.144341 -0.724 -1.454 0.112
C -0.590693 -1.531979 0.660048 -0.630 -0.761 0.272
O -1.411903 -0.900003 -0.398788 2.384 0.930 0.733
C -0.922265 0.451785 -0.727551 -0.870 0.733 -0.813
O 0.024467 -0.628445 3.047961 -0.463 1.702 -2.128
C 0.759390 0.532162 2.502880 1.337 -0.252 -1.108
S 1.349713 1.518527 4.020466 -0.052 0.032 0.178
C 2.461593 2.938522 3.508077 0.941 1.708 -1.144
C 3.099176 3.690223 4.858069 -1.092 -2.247 6.622
O 2.789198 3.230968 6.100969 1.852 3.206 -8.449
O 4.035576 4.828247 4.809339 -1.184 -3.311 -1.319
C 5.111260 4.577330 3.792789 -0.428 0.205 -0.149
C 4.658351 5.332204 2.409887 -0.571 1.769 1.498
C 5.531018 6.715128 2.299150 -0.133 -0.027 -0.481
O 4.654871 4.490941 1.206072 3.658 -0.379 -0.139
C 6.007195 4.180859 0.722085 3.604 3.867 -4.044
O 6.667251 4.983074 -0.159738 -4.843 -5.053 5.898
C 6.853637 2.798253 1.134837 -0.587 0.635 -2.634
S 5.751280 1.398960 1.725697 0.098 -0.007 0.525
H -4.993212 -2.508934 5.659002 -0.243 0.191 -2.511
H -6.286650 -2.730263 4.291365 2.324 0.805 0.371
H -5.037680 -1.285982 4.191566 -0.254 -2.119 0.621
H -4.786511 -4.271693 3.184912 1.338 1.975 0.779
H -3.378603 -3.846063 4.364288 -1.368 1.087 -1.803
H -3.349165 -3.314535 1.469573 -0.290 2.070 1.641
H -3.966753 -1.544920 2.093472 1.226 -2.065 0.527
H -1.169835 -3.269023 2.687974 -1.600 1.954 0.454
H -1.842030 -2.087218 4.026824 -0.026 -0.381 -2.148
H -1.912761 -0.178129 2.037715 1.861 -1.364 0.123
H -0.819519 -2.699948 0.585364 0.414 2.615 0.074
H 0.564945 -1.419281 0.491194 -2.156 0.143 0.288
H 0.233096 0.524848 -0.904986 -2.031 -0.365 0.523
H -1.271467 1.224693 0.088030 0.810 -1.444 -1.467
H -1.448869 0.775532 -1.748762 1.103 -0.828 2.274
H 0.139011 1.194634 1.761337 1.000 -1.386 1.538
H 1.756707 0.150368 1.971550 -2.239 0.762 0.868
H 3.359687 2.625045 2.798446 -1.830 0.560 1.545
H 1.827166 3.743765 2.909371 1.419 -1.501 1.333
H 6.074631 5.114508 4.206882 -1.991 -1.358 -0.684
H 5.202720 3.413074 3.720489 0.312 2.306 -0.245
H 3.525691 5.671353 2.576732 2.466 -1.065 -0.594
H 5.116826 7.495749 3.092317 1.079 -1.893 -1.457
H 6.671317 6.457845 2.457250 -2.292 0.757 -0.211
H 5.414277 7.224726 1.250795 0.188 -1.176 1.947
H 7.325647 2.428202 0.102448 -1.011 1.176 2.282
H 7.773471 3.027152 1.832688 -2.313 -0.553 -0.979
H 4.664154 1.177963 0.865095 1.444 0.982 0.194
C -1.254939 -6.875430 1.575918 0.127 -0.085 -0.175
C -2.650172 -7.464335 1.716543 -0.126 0.147 0.065
C -3.214683 -7.353161 3.134802 -0.134 -0.087 0.012
C -2.430976 -8.105936 4.216072 0.146 0.041 -0.028
C -2.262875 -9.609564 3.978510 0.054 0.116 0.157
C -3.581043 -10.365546 3.943706 -0.033 -0.204 -0.096
H -0.526863 -7.408948 2.193557 -0.037 0.095 -0.039
H -0.921320 -6.944910 0.535723 0.045 0.056 0.128
H -1.246150 -5.819331 1.863570 0.030 -0.068 0.029
H -2.643570 -8.507620 1.386297 -0.029 0.019 0.039
H -3.322388 -6.930369 1.033694 0.023 -0.106 0.068
H -4.253119 -7.705175 3.126992 0.077 0.032 0.026
H -3.259321 -6.293888 3.416938 0.013 -0.077 -0.046
H -2.937496 -7.954157 5.177332 0.040 -0.026 -0.071
H -1.437495 -7.655524 4.326320 -0.087 -0.009 -0.007
H -1.647272 -10.020835 4.787845 -0.011 0.069 -0.118
H -1.710090 -9.791061 3.050977 -0.006 0.048 0.039
H -4.133538 -10.230290 4.878921 0.005 0.006 -0.104
H -3.396600 -11.436601 3.812114 -0.112 0.103 0.025
H -4.215084 -10.035127 3.115968 0.013 -0.032 0.096
C 0.759687 5.006777 -1.162229 0.019 0.105 0.160
C -0.531977 4.250032 -1.430934 0.042 -0.135 -0.081
C -0.692693 3.825515 -2.892592 -0.149 -0.059 -0.018
C -0.768183 4.972647 -3.906693 0.120 0.101 0.044
C -1.890340 5.987278 -3.668193 0.128 -0.018 -0.148
C -3.280975 5.380176 -3.756785 -0.186 0.089 0.087
H 0.799648 5.948170 -1.717566 0.048 -0.092 0.047
H 0.839579 5.246583 -0.097220 0.081 0.021 -0.110
H 1.630260 4.403653 -1.438828 -0.038 0.093 -0.010
H -1.385677 4.855035 -1.110438 -0.007 -0.042 -0.043
H -0.542357 3.348785 -0.805696 -0.068 0.076 -0.056
H -1.591451 3.203459 -2.979807 0.053 0.037 -0.031
H 0.148431 3.177368 -3.168399 -0.035 0.029 0.028
H -0.889181 4.540204 -4.907677 -0.008 0.042 0.073
H 0.189066 5.506858 -3.924638 -0.057 -0.071 0.001
H -1.807430 6.778462 -4.423367 0.045 -0.061 0.120
H -1.763771 6.476684 -2.696962 0.039 -0.029 -0.039
H -3.444052 4.919055 -4.736042 0.002 -0.008 0.104
H -4.039702 6.157186 -3.618648 0.021 -0.152 -0.033
H -3.440847 4.621184 -2.985613 -0.016 0.033 -0.093
C 1.906921 1.842154 -7.733372 0.123 -0.058 -0.161
C 0.511688 1.253248 -7.592747 -0.115 0.143 0.055
C -0.052823 1.364423 -6.174488 -0.148 -0.098 0.012
C 0.730884 0.611648 -5.093217 0.148 0.034 -0.043
C 0.898985 -0.891981 -5.330780 0.047 0.112 0.148
C -0.419182 -1.647963 -5.365583 -0.039 -0.195 -0.086
H 2.634997 1.308636 -7.115733 -0.035 0.084 -0.041
H 2.240541 1.772673 -8.773566 0.043 0.054 0.136
H 1.915710 2.898252 -7.445719 0.036 -0.093 0.013
H 0.518291 0.209963 -7.922992 -0.035 0.017 0.045
H -0.160528 1.787214 -8.275596 0.028 -0.113 0.078
H -1.091259 1.012408 -6.182299 0.079 0.031 0.034
H -0.097460 2.423695 -5.892352 0.011 -0.062 -0.036
H 0.224364 0.763426 -4.131958 0.017 -0.028 -0.044
H 1.724365 1.062060 -4.982970 -0.073 0.002 -0.009
H 1.514588 -1.303252 -4.521445 -0.008 0.063 -0.110
H 1.451770 -1.073477 -6.258313 -0.002 0.055 0.042
H -0.971678 -1.512706 -4.430369 0.002 0.001 -0.092
H -0.234740 -2.719017 -5.497176 -0.112 0.105 0.026
H -1.053224 -1.317543 -6.193322 0.018 -0.031 0.093

***

# 2
22
Properties=species:S:1:pos:R:3:forces:R:3 method="wB97M-V/def2-TZVPD" smiles="NC(=O)C(O)O.CCC" e_above_lowest_kj_mol=74.1
N 2.584899 0.392246 -0.377797 0.209 0.224 -0.054
C 1.749653 -0.410587 0.295368 -0.284 -0.273 -0.310
O 1.438538 -0.285776 1.461666 0.043 0.000 0.227
C 1.123679 -1.539817 -0.547984 -0.177 0.108 0.021
O 2.188298 -2.216582 -1.176551 0.132 -0.052 0.010
O 0.375094 -2.368553 0.266866 0.019 -0.024 0.063
H 2.890474 0.130771 -1.299586 0.044 -0.004 0.048
H 3.082628 1.109805 0.124783 -0.039 -0.051 -0.048
H 0.459687 -1.106690 -1.317998 0.097 -0.087 0.181
H 1.860055 -3.078005 -1.460826 -0.028 0.079 -0.008
H 0.535722 -2.091161 1.187697 0.033 0.041 -0.134
C -1.011091 1.972446 -0.414515 -0.644 -0.851 3.321
C -1.640554 1.211095 0.951059 1.332 1.722 -2.053
C -2.331783 -0.016962 0.430105 -0.442 -0.031 -0.701
H -0.299399 1.230076 -0.761602 -0.374 0.023 -1.012
H -0.435338 2.871479 -0.206491 -0.036 0.089 0.325
H -1.899174 2.263693 -0.966556 0.344 -0.425 -0.751
H -2.337921 1.905318 1.418808 0.077 -0.057 0.156
H -0.814737 0.962610 1.615662 -0.121 0.160 0.159
H -2.746828 0.249379 -0.563267 -0.199 -0.390 0.516
H -3.136925 -0.348107 1.088542 0.057 -0.151 -0.107
H -1.634978 -0.836680 0.252618 -0.042 -0.048 0.150

***

# 3
11
Properties=species:S:1:pos:R:3:forces:R:3 method="wB97M-V/def2-TZVPD" smiles="O=c1ccnnnc1" e_above_lowest_kj_mol=446.3
O 0.722940 -2.084594 -0.501725 -0.061 1.806 0.515
C 0.180644 -1.041741 -0.131184 0.125 -3.908 0.692
C -1.040879 -0.574376 -0.700693 -2.791 -4.776 -3.241
C -1.354213 0.657806 -0.597012 0.171 5.553 -1.496
N -0.134295 1.506036 -0.623872 -1.732 0.602 -1.193
N 0.864164 1.479465 0.063989 -1.028 -0.873 2.457
N 0.620517 0.798255 1.352997 0.444 -1.385 0.450
C 0.303814 -0.453942 1.257704 1.957 1.711 -2.155
H -1.736602 -1.262441 -1.399402 1.755 1.184 2.035
H -2.234880 1.159217 -1.119530 1.297 -0.687 1.189
H 0.199057 -1.232790 2.008045 -0.137 0.772 0.747

***

Listing HOMO-LUMO gap for the structures above in their given order: 8.6 11.1 8.5 eV.
Listing max |F| for the structures above in their given order: 9.2 3.5 6.4 eV/A.
Listing M for the structures above in their given order: 627.1 135.2 109.1 g mol⁻¹.